[1]
Entry from the Open Molecules 2025 dataset: a structure of composition C47H44Br2CdIN7O2S4 (ωB97M-V/def2-TZVPD).

Last column: Mulliken charge in e.
CARTESIAN COORDINATES (ANGSTROEM)
Cd  -0.56490  -0.12643  -4.73981  1.084
Br  -1.83150  2.95823  -2.44256  -0.071
C  -2.38795  4.17496  -3.78138  -0.525
Br  -3.47014  3.34075  -5.20763  -0.140
H  -1.60649  4.77312  -4.20522  0.223
H  -3.08906  4.86553  -3.32247  0.487
C  -4.68721  -6.22026  3.00336  -1.340
C  -4.18119  -4.83188  2.71512  1.018
C  -3.76829  -3.99660  3.75127  -0.870
C  -3.34959  -2.69088  3.52096  -0.505
C  -3.47746  -2.14226  2.25224  0.191
C  -3.84011  -2.93856  1.19432  -0.214
C  -4.23641  -4.28259  1.42029  -0.833
S  -2.78591  -0.50632  2.07845  0.327
O  -3.03372  0.24031  3.31634  -0.622
C  -1.01634  -1.10145  2.03349  0.625
C  -0.71854  -2.20549  1.25024  -1.068
C  0.26791  -3.05616  1.62228  -1.370
C  1.15887  -2.72751  2.73069  0.860
C  2.02491  -3.69402  3.19383  -0.882
C  2.91762  -3.35397  4.14975  -0.808
C  3.02206  -2.00274  4.59942  -0.923
C  2.03667  -1.06752  4.28039  -0.493
C  1.03791  -1.45776  3.29816  0.792
C  -0.01545  -0.58296  2.97092  0.655
C  -0.09472  0.74069  3.57475  -0.026
C  -0.49378  0.92251  4.94064  1.713
C  -0.56023  -0.14019  5.83807  -0.525
C  -0.92060  0.00141  7.17336  -1.096
C  -1.14967  1.31262  7.71260  -0.683
C  -1.05069  2.37142  6.82291  -0.892
C  -0.74117  2.22184  5.44231  0.900
C  -0.64414  3.31295  4.58239  -1.082
C  -0.14678  3.18232  3.29749  -0.897
C  0.25537  1.84082  2.84897  -0.637
S  0.91016  1.69612  1.19445  1.037
O  0.92629  3.07301  0.58151  -0.825
C  2.59833  1.29863  1.45869  0.847
C  3.18871  0.47005  0.50551  -0.321
C  4.59709  0.15888  0.69819  -0.468
C  5.29770  0.71442  1.72909  0.734
C  6.73332  0.31745  2.10340  -1.413
C  4.66205  1.67870  2.51842  -0.695
C  3.31639  1.99516  2.45473  -0.772
H  -4.68880  -6.85566  2.10919  0.339
H  -5.63833  -6.23822  3.52736  0.296
H  -3.87079  -6.53882  3.70252  0.338
H  -3.78881  -4.55069  4.68765  0.337
H  -2.92375  -2.05911  4.31434  0.444
H  -3.89310  -2.60122  0.14779  0.582
H  -4.55411  -4.90337  0.60059  0.352
H  -1.43512  -2.57307  0.48573  0.509
H  0.56313  -3.88680  1.01032  0.457
H  1.97976  -4.65991  2.69891  0.487
H  3.51759  -4.10976  4.55366  0.487
H  3.76989  -1.70612  5.33886  0.446
H  2.18386  -0.04828  4.64951  0.386
H  -0.25521  -1.12464  5.46706  0.452
H  -0.90974  -0.86923  7.80851  0.451
H  -1.49727  1.51303  8.75030  0.341
H  -1.21004  3.37203  7.17202  0.435
H  -0.98299  4.28513  4.91852  0.382
H  0.12512  3.95037  2.60218  0.724
H  2.53350  -0.16211  -0.18503  0.226
H  5.01902  -0.56828  0.02256  0.457
H  7.26996  0.32323  1.17791  0.385
H  6.73634  -0.73292  2.51218  0.260
H  7.27613  0.99560  2.74744  0.364
H  5.30442  2.24171  3.17408  0.333
H  2.87197  2.73630  3.22714  0.230
S  0.16436  -0.88012  -2.34250  -0.334
C  1.13651  -2.17671  -2.87485  0.491
C  1.76688  -2.88130  -1.81337  -0.601
N  2.37952  -3.60488  -1.09885  -0.542
C  1.32759  -2.70408  -4.17723  0.911
S  0.63897  -2.12790  -5.59965  -0.593
C  2.15916  -3.86650  -4.32742  -0.149
N  2.92916  -4.74962  -4.35277  -0.495
I  -6.78767  -1.46731  -3.06126  0.119
C  -4.86671  -1.47899  -4.02465  -0.563
C  -4.40033  -2.43151  -4.87897  -0.173
N  -3.17096  -2.08654  -5.28691  -0.016
N  -2.82022  -0.83556  -4.82510  0.008
C  -3.85836  -0.46274  -4.00646  -0.232
H  -4.79622  -3.43576  -5.09697  0.397
H  -2.53215  -2.54987  -5.94684  0.197
H  -3.69934  0.43357  -3.42628  0.401
C  -0.59730  2.25800  -7.05629  -1.174
N  0.12907  3.20467  -6.24516  0.227
C  -0.15071  4.59644  -6.65961  -1.147
C  0.89318  2.81607  -5.23091  0.792
N  0.80194  1.59882  -4.79009  -0.805
N  1.71983  3.72742  -4.68478  0.376
C  2.66714  4.41861  -5.50316  -1.101
C  1.85952  3.68669  -3.24695  -1.037
H  -0.72383  2.65906  -8.06379  0.319
H  -1.63553  2.10583  -6.57454  0.127
H  -0.12291  1.26218  -7.06363  0.454
H  0.06806  4.84551  -7.67406  0.314
H  0.43128  5.26310  -6.05477  0.401
H  -1.24508  4.78093  -6.49235  0.339
H  1.45416  1.37833  -4.07746  0.212
H  2.33553  5.48827  -5.61918  0.365
H  2.76850  3.98761  -6.53997  0.287
H  3.65724  4.43243  -5.04816  0.378
H  2.69364  3.06210  -2.86621  0.352
H  0.87372  3.26920  -2.89109  0.095
H  1.96038  4.69901  -2.85897  0.406

- Kohn-Sham gap: 6.55 eV
- ΔE to the lowest compared entry with this formula, charge and spin: 0.0 kJ/mol
- LUMO level: -0.21 eV

[2]
Entry from the Open Molecules 2025 dataset: a cluster of 2 separate species, C4H12N3 in total (ωB97M-V/def2-TZVPD).

Last column: Mulliken charge in e.
CARTESIAN COORDINATES (ANGSTROEM)
N  0.43112  2.38462  0.67766  -0.308
C  0.18566  2.15069  -0.56330  0.119
N  1.02351  1.58434  -1.41320  -0.303
H  1.16071  1.85797  1.07639  0.242
H  -0.35754  2.55036  1.25154  0.289
H  -0.75812  2.46000  -0.95879  0.393
H  0.61197  1.18689  -2.30538  0.288
H  1.90592  1.27886  -1.06645  0.235
C  0.21101  -1.38147  1.48803  -1.265
C  -0.43595  -1.25128  0.09926  0.951
C  -1.58845  -0.60945  -0.16535  -1.238
N  0.28874  -1.98550  -0.89760  -0.589
H  1.28624  -1.59056  1.28103  0.391
H  -0.09494  -2.27625  1.98692  0.371
H  0.09310  -0.49325  2.20761  0.250
H  -2.09748  -0.62427  -1.12046  0.319
H  -2.11392  -0.18603  0.67599  0.329
H  0.54763  -2.91805  -0.55087  0.275
H  -0.29919  -2.13765  -1.70302  0.252

- Kohn-Sham gap: 8.52 eV
- ΔE to the lowest compared entry with this formula, charge and spin: 156.2 kJ/mol
- Total charge: +1
- LUMO level: -3.64 eV

Question: Which of these has the highest LUMO level?
Answer: C47H44Br2CdIN7O2S4

Question: The highest LUMO level belongs to which entry?
Answer: C47H44Br2CdIN7O2S4